ORCA calculation (wB97M-V/def2-TZVPD) on a molecular structure, C75H96BaN6P3S3 at a distorted geometry.

## Properties
energy above the lowest of the compared OMol25 structures with the same formula, charge and spin = 0.383 eV
strongest force on any atom = 1.413 eV Å⁻¹
HOMO-LUMO gap = 0.28016 hartree
E_HOMO = -0.337 hartree
charge = +1

CARTESIAN COORDINATES (ANGSTROEM)
Ba: -0.831 -0.167 -0.901
C: -2.740 -5.336 -6.002
C: -2.445 -6.089 -4.739
C: -2.284 -7.466 -4.761
C: -2.000 -8.179 -3.610
C: -1.859 -7.508 -2.410
C: -2.005 -6.134 -2.365
C: -2.304 -5.416 -3.517
N: -2.422 -4.018 -3.510
C: -2.123 -3.194 -2.420
N: -2.969 -3.371 -1.391
C: -2.964 -3.001 -0.032
C: -2.265 -1.905 0.465
C: -2.361 -1.659 1.829
C: -3.099 -2.466 2.676
C: -3.792 -3.544 2.159
C: -3.748 -3.822 0.805
C: -4.542 -4.982 0.268
N: -1.186 -2.308 -2.495
C: -0.371 -2.375 -3.641
C: -0.597 -1.470 -4.675
C: 0.171 -1.504 -5.824
C: 1.170 -2.453 -5.957
C: 1.398 -3.356 -4.934
C: 0.648 -3.332 -3.765
C: 0.934 -4.325 -2.679
H: -2.879 -6.024 -6.832
H: -1.918 -4.662 -6.259
H: -3.648 -4.740 -5.896
H: -2.370 -7.987 -5.703
H: -1.876 -9.247 -3.654
H: -1.614 -8.044 -1.506
H: -1.848 -5.614 -1.429
H: -2.151 -3.607 -4.394
H: -3.661 -4.080 -1.590
H: -1.836 -0.814 2.247
H: -3.133 -2.254 3.736
H: -4.375 -4.177 2.814
H: -5.005 -5.513 1.095
H: -3.919 -5.696 -0.272
H: -5.340 -4.642 -0.394
H: -1.411 -0.764 -4.576
H: -0.027 -0.802 -6.619
H: 1.766 -2.492 -6.853
H: 2.166 -4.108 -5.040
H: 2.008 -4.455 -2.560
H: 0.513 -5.298 -2.935
H: 0.503 -4.004 -1.732
C: -6.526 0.474 -0.445
C: -5.726 0.853 -1.676
S: -4.063 1.524 -1.386
C: -4.325 3.092 -0.496
C: -4.625 2.991 0.992
S: -3.505 1.821 1.850
C: -4.643 0.915 2.942
C: -5.871 0.276 2.311
S: -5.570 -0.581 0.722
H: -7.405 -0.094 -0.755
H: -6.865 1.360 0.086
H: -6.276 1.580 -2.276
H: -5.531 -0.033 -2.283
H: -5.119 3.636 -1.011
H: -3.374 3.606 -0.645
H: -5.641 2.655 1.173
H: -4.503 3.975 1.448
H: -4.960 1.600 3.731
H: -4.001 0.147 3.371
H: -6.662 1.006 2.146
H: -6.254 -0.479 2.998
C: 2.020 1.811 4.161
N: 2.908 0.769 4.552
C: 2.569 -0.599 4.240
P: 1.103 -0.904 3.123
C: 1.359 -2.722 2.926
C: 0.643 -3.297 1.878
C: 0.773 -4.638 1.571
C: 1.648 -5.429 2.296
C: 2.371 -4.871 3.335
C: 2.226 -3.531 3.657
C: -0.205 -0.878 4.421
C: -0.323 -1.868 5.388
C: -1.299 -1.777 6.365
C: -2.158 -0.692 6.392
C: -2.053 0.295 5.423
C: -1.088 0.197 4.436
C: 3.876 0.973 5.535
C: 3.926 2.122 6.330
C: 4.915 2.293 7.281
C: 5.879 1.323 7.487
C: 5.832 0.172 6.722
C: 4.856 -0.002 5.763
P: 1.865 2.075 2.288
C: 3.623 2.502 1.984
C: 4.553 1.475 2.142
C: 5.901 1.704 1.946
C: 6.339 2.960 1.555
C: 5.415 3.964 1.322
C: 4.065 3.739 1.526
C: 1.064 3.724 2.473
C: -0.208 3.894 1.934
C: -0.878 5.097 2.076
C: -0.285 6.145 2.759
C: 0.973 5.980 3.317
C: 1.641 4.778 3.180
H: 2.389 2.757 4.556
H: 1.000 1.646 4.538
H: 2.396 -1.155 5.177
H: 3.402 -1.077 3.698
H: -0.038 -2.678 1.311
H: 0.194 -5.064 0.764
H: 1.771 -6.474 2.055
H: 3.056 -5.481 3.906
H: 2.795 -3.146 4.490
H: 0.342 -2.719 5.372
H: -1.387 -2.558 7.106
H: -2.910 -0.613 7.163
H: -2.727 1.139 5.434
H: -1.024 0.963 3.669
H: 3.180 2.898 6.244
H: 4.917 3.193 7.878
H: 6.649 1.456 8.230
H: 6.562 -0.611 6.872
H: 4.874 -0.908 5.180
H: 4.216 0.487 2.417
H: 6.615 0.905 2.098
H: 7.392 3.152 1.419
H: 5.747 4.934 0.982
H: 3.356 4.530 1.337
H: -0.681 3.073 1.404
H: -1.867 5.221 1.654
H: -0.799 7.088 2.866
H: 1.433 6.792 3.861
H: 2.624 4.669 3.618
C: 2.766 -0.466 -3.088
C: 4.223 -0.919 -3.336
N: 4.954 -0.938 -2.079
C: 4.323 -1.873 -1.160
C: 2.854 -1.457 -0.912
N: 2.550 -0.230 -1.657
C: 3.471 0.824 -1.219
C: 4.930 0.396 -1.495
H: 2.058 -1.226 -3.420
H: 2.549 0.465 -3.616
H: 4.739 -0.240 -4.017
H: 4.256 -1.921 -3.766
H: 4.899 -1.873 -0.232
H: 4.386 -2.873 -1.596
H: 2.668 -1.259 0.148
H: 2.163 -2.233 -1.246
H: 3.302 0.999 -0.155
H: 3.221 1.738 -1.760
H: 5.514 0.380 -0.572
H: 5.421 1.074 -2.195
C: -2.873 5.432 -3.566
C: -1.491 5.375 -2.919
C: -1.563 6.044 -1.548
P: -0.780 3.626 -2.754
C: 1.073 3.990 -2.673
C: 1.581 5.126 -3.558
C: 1.535 4.168 -1.227
C: -0.943 3.082 -4.558
C: 0.190 2.188 -5.050
C: -2.268 2.329 -4.688
H: -3.236 6.460 -3.535
H: -3.585 4.810 -3.026
H: -2.848 5.128 -4.609
H: -0.804 5.940 -3.557
H: -2.336 5.578 -0.939
H: -1.812 7.098 -1.659
H: -0.621 5.976 -1.012
H: 1.518 3.048 -3.023
H: 1.322 6.096 -3.141
H: 1.177 5.057 -4.568
H: 2.667 5.077 -3.628
H: 1.198 5.112 -0.809
H: 2.623 4.157 -1.181
H: 1.162 3.358 -0.598
H: -0.973 3.982 -5.183
H: 0.325 1.328 -4.390
H: 1.129 2.728 -5.133
H: -0.060 1.814 -6.043
H: -2.259 1.443 -4.049
H: -2.425 2.016 -5.720
H: -3.110 2.944 -4.381

Here are the Mulliken charges for atoms 1 to 2, given in e:
1. Ba 0.638
2. C -1.578